1.
DFT (ωB97M-V/def2-TZVPD) results for a molecular structure, C25H26N3O9SV in a non-equilibrium geometry.

Spin multiplicity = 2
Relative energy (zero: lowest compared OMol25 entry of this formula, charge and spin) = 0.00 kcal/mol
Charge = -1
<S²> = 0.7731
E_LUMO (spin up / spin down) = 2.13 / 2.61 eV
Calculated total energy = -3152.1097 a.u.

Structure (XYZ):
```
65
Properties=species:S:1:pos:R:3:mulliken_spin:R:1
V 0.915 -1.336 -1.351 1.151
O 0.395 2.159 -0.501 -0.001
C -0.955 2.103 -0.882 -0.002
C -1.358 0.650 -1.274 0.005
O -2.356 0.376 -1.896 -0.001
O -0.490 -0.221 -0.838 0.010
C -1.164 3.130 -2.007 0.001
C -0.296 4.221 -2.048 0.000
C -0.446 5.217 -3.000 0.000
C -1.467 5.144 -3.936 0.000
C -2.335 4.065 -3.904 0.000
C -2.191 3.068 -2.947 0.000
C -1.828 2.450 0.333 0.000
C -3.114 2.960 0.200 0.000
C -3.876 3.254 1.321 0.000
C -3.359 3.050 2.591 0.000
C -2.074 2.543 2.729 0.000
C -1.316 2.234 1.608 0.001
H 0.693 1.313 -0.118 -0.003
H 0.507 4.275 -1.330 0.000
H 0.244 6.052 -3.012 0.000
H -1.582 5.919 -4.685 0.000
H -3.134 3.989 -4.631 0.000
H -2.868 2.229 -2.939 0.000
H -3.525 3.134 -0.786 0.000
H -4.876 3.653 1.198 0.000
H -3.948 3.291 3.467 0.000
H -1.656 2.399 3.717 0.000
H -0.305 1.855 1.721 -0.001
C 0.692 -4.898 -3.312 0.001
O 1.195 -3.986 -4.292 -0.001
C 1.181 -2.667 -3.967 0.000
O 0.564 -2.401 -2.848 0.005
N 1.715 -1.795 -4.730 0.000
N 2.081 -0.311 -2.246 -0.154
H 0.795 -5.884 -3.760 0.000
H -0.353 -4.694 -3.082 0.000
H 1.271 -4.847 -2.390 -0.001
H 2.122 -2.259 -5.535 0.002
H 2.200 -0.408 -3.254 0.010
H 2.639 0.397 -1.789 0.019
C 0.539 -1.288 6.083 0.000
C 0.593 -1.864 4.696 0.000
C -0.086 -1.248 3.649 0.000
C 0.003 -1.727 2.355 0.008
C 0.771 -2.859 2.114 -0.001
C 1.442 -3.503 3.143 -0.001
C 1.350 -3.000 4.429 0.000
S 0.953 -3.437 0.461 -0.004
O -0.258 -3.095 -0.284 0.003
O 1.361 -4.812 0.536 -0.002
N 2.013 -2.493 -0.277 -0.032
C 3.167 -1.973 0.427 0.004
C 2.793 -0.583 0.985 -0.001
O 3.458 -0.102 1.891 0.001
O 1.782 -0.068 0.389 -0.012
H -0.392 -0.745 6.249 0.000
H 1.363 -0.587 6.232 0.000
H 0.624 -2.067 6.840 0.000
H -0.690 -0.373 3.845 0.000
H -0.512 -1.235 1.540 -0.004
H 2.020 -4.392 2.928 0.000
H 1.877 -3.494 5.237 0.000
H 3.983 -1.842 -0.285 -0.002
H 3.510 -2.637 1.222 -0.001
```



2.
DFT (ωB97M-V/def2-TZVPD) results for C25H26N4O4S in the gas phase in a non-equilibrium geometry.

Relative energy (zero: lowest compared OMol25 entry of this formula, charge and spin) = 28.54 kcal/mol
Charge = 0
SMILES = CC[C@H](SC1=Nc2ccccc2C2=N[C@H](CC(C)C)C(=O)N12)C(=O)Nc1ccc2c(c1)OCO2
E_LUMO = -0.17 eV
Calculated total energy = -1886.4830 a.u.

Structure (XYZ):
```
60
Properties=species:S:1:pos:R:3:mulliken_charge:R:1
C 0.113 2.850 -2.344 -1.117
C -1.318 2.452 -2.011 -0.567
C -1.407 1.619 -0.733 0.466
C -2.864 1.514 -0.269 0.298
O -3.554 2.510 -0.254 -0.691
N -3.260 0.281 0.125 0.148
C -4.508 -0.135 0.602 0.481
C -4.662 -1.490 0.881 -0.762
C -5.861 -2.005 1.361 -1.037
C -6.893 -1.119 1.550 0.906
C -6.740 0.240 1.270 0.905
C -5.563 0.764 0.797 -1.084
H -5.453 1.812 0.582 0.604
O -7.911 0.893 1.544 -0.490
C -8.809 -0.095 2.001 -0.253
O -8.165 -1.351 2.006 -0.477
H -9.141 0.153 3.022 0.237
H -9.686 -0.132 1.335 0.239
H -5.978 -3.054 1.575 0.419
H -3.832 -2.161 0.718 0.395
H -2.580 -0.465 0.031 -0.188
H -0.836 2.109 0.064 0.309
S -0.568 0.003 -0.962 -0.393
C 0.827 0.245 0.055 0.323
N 1.017 1.332 0.706 -0.063
C 2.161 1.488 1.456 -0.556
C 2.337 2.683 2.155 -0.451
C 3.480 2.882 2.900 -0.432
C 4.468 1.903 2.965 -0.697
C 4.312 0.714 2.284 -0.315
C 3.162 0.495 1.530 0.367
C 2.929 -0.722 0.801 0.518
N 3.659 -1.761 0.684 -0.740
C 2.961 -2.709 -0.148 0.574
C 1.664 -2.027 -0.551 -0.178
O 0.748 -2.413 -1.230 -0.609
N 1.713 -0.801 0.094 0.244
H 2.690 -3.567 0.484 0.310
C 3.757 -3.278 -1.335 -1.222
H 4.499 -3.974 -0.941 0.485
C 4.480 -2.265 -2.234 0.625
C 3.569 -1.136 -2.713 -1.412
H 2.619 -1.525 -3.073 0.287
H 4.046 -0.595 -3.529 0.547
H 3.381 -0.422 -1.915 0.174
C 5.726 -1.704 -1.553 -1.318
H 6.436 -2.501 -1.345 0.379
H 5.463 -1.229 -0.612 0.211
H 6.210 -0.972 -2.195 0.401
H 4.801 -2.829 -3.118 0.369
H 3.038 -3.843 -1.934 0.392
H 5.059 -0.063 2.319 0.512
H 5.357 2.076 3.552 0.415
H 3.610 3.809 3.438 0.402
H 1.566 3.435 2.095 0.491
H -1.749 1.884 -2.839 0.343
H -1.930 3.343 -1.859 0.384
H 0.129 3.486 -3.225 0.437
H 0.561 3.392 -1.514 0.277
H 0.721 1.971 -2.549 0.177
```



3.
DFT (ωB97M-V/def2-TZVPD) results for 2 unconnected molecules or ions with the total composition C25H26O in a non-equilibrium geometry.

Charge = 0
E_LUMO = -2.87 eV
Calculated total energy = -1043.3514 a.u.

Structure (XYZ):
```
52
Properties=species:S:1:pos:R:3:mulliken_charge:R:1
C 0.626 -6.333 -0.034 -1.605
C 1.350 -4.993 0.139 2.193
C 2.252 -5.083 1.364 -2.149
C 2.229 -4.781 -1.098 -1.576
C 0.319 -3.851 0.250 0.154
C 0.227 -2.989 1.358 -0.009
C -0.704 -1.972 1.404 -0.847
C -1.567 -1.655 0.275 0.148
O -2.252 -0.606 0.199 -0.761
C -1.529 -2.653 -0.789 -0.819
C -0.586 -3.654 -0.813 -0.222
H 0.019 -6.350 -0.946 0.331
H 1.358 -7.147 -0.101 0.436
H -0.028 -6.535 0.821 0.369
H 2.828 -4.164 1.499 0.417
H 1.671 -5.279 2.269 0.424
H 2.961 -5.908 1.236 0.439
H 2.769 -3.830 -1.034 0.352
H 2.970 -5.586 -1.174 0.432
H 1.637 -4.781 -2.020 0.327
H 0.903 -3.113 2.209 0.339
H -0.777 -1.322 2.271 0.393
H -2.234 -2.529 -1.607 0.385
H -0.542 -4.313 -1.688 0.249
C -1.632 2.437 -0.787 -0.329
C -2.888 3.122 -0.888 0.976
C -4.020 2.493 -1.487 -0.421
C -5.238 3.155 -1.595 -0.547
C -5.392 4.459 -1.094 -0.348
C -4.294 5.097 -0.498 -0.660
C -3.065 4.449 -0.393 -0.359
C -0.442 3.050 -0.406 -0.231
C 0.797 2.431 -0.256 -0.538
C 1.956 3.068 0.297 1.043
C 3.222 2.407 0.298 -0.486
C 4.351 3.009 0.844 -0.512
C 4.276 4.295 1.407 -0.380
C 3.046 4.971 1.404 -0.621
C 1.906 4.376 0.867 -0.411
H -1.636 1.371 -1.020 0.176
H -3.901 1.472 -1.856 0.389
H -6.084 2.658 -2.072 0.361
H -6.355 4.966 -1.165 0.370
H -4.407 6.111 -0.109 0.361
H -2.230 4.959 0.093 0.347
H -0.480 4.127 -0.229 0.209
H 0.911 1.399 -0.596 0.388
H 3.286 1.412 -0.146 0.382
H 5.306 2.480 0.835 0.364
H 5.164 4.760 1.838 0.368
H 2.987 5.974 1.832 0.360
H 0.957 4.917 0.892 0.348
```



4.
DFT (ωB97M-V/def2-TZVPD) results for a molecular structure, C25H27AsBF7N3O2RbS2.

Charge = -2
E_LUMO = 3.89 eV
Calculated total energy = -5064.1148 a.u.

Structure (XYZ):
```
69
Properties=species:S:1:pos:R:3:mulliken_charge:R:1
Rb -1.228 -0.846 1.276 0.806
C 3.446 -0.849 -1.239 -1.737
C 2.234 -1.370 -0.499 0.388
N 1.388 -0.587 0.049 0.015
N 1.683 0.780 0.045 -0.141
C 1.385 1.504 -0.977 0.191
S 0.771 1.177 -2.545 -0.467
S 1.694 3.239 -0.728 -0.259
C 2.160 3.328 1.034 -0.978
C 3.619 3.239 1.361 0.390
C 4.208 2.029 1.727 -0.047
C 5.556 1.969 2.036 -0.731
C 6.341 3.113 1.989 -0.343
C 5.765 4.321 1.632 -0.470
C 4.415 4.380 1.321 -0.458
C 2.082 -2.833 -0.335 0.735
C 3.234 -3.596 -0.191 -0.660
C 3.218 -4.971 -0.010 -0.794
C 1.986 -5.613 0.005 -0.445
C 0.819 -4.900 -0.131 -0.613
C 0.782 -3.477 -0.270 -0.070
O -0.322 -2.848 -0.332 -0.342
H 3.105 -0.206 -2.053 0.333
H 4.046 -1.651 -1.659 0.498
H 4.062 -0.240 -0.571 0.294
H 1.615 2.535 1.547 0.265
H 1.772 4.292 1.375 0.560
H 3.586 1.144 1.748 0.455
H 5.994 1.019 2.317 0.361
H 7.396 3.061 2.234 0.348
H 6.367 5.222 1.597 0.342
H 3.969 5.328 1.041 0.357
H 4.193 -3.090 -0.199 0.365
H 4.142 -5.522 0.119 0.335
H 1.936 -6.691 0.130 0.356
H -0.139 -5.410 -0.105 0.221
F -7.101 3.182 -0.051 -0.259
C -5.984 3.942 -0.140 0.799
F -6.109 4.629 -1.302 -0.268
F -6.067 4.851 0.848 -0.288
C -4.734 3.132 -0.099 0.700
C -3.835 3.221 0.953 -0.912
C -2.696 2.421 0.906 -0.275
N -2.437 1.581 -0.086 -0.054
C -3.312 1.497 -1.079 0.055
C -4.472 2.248 -1.145 -1.060
H -4.002 3.879 1.792 0.433
H -1.981 2.445 1.718 0.518
H -3.068 0.792 -1.862 0.137
H -5.147 2.143 -1.983 0.397
F -1.429 0.992 3.371 -0.332
B -1.649 0.054 4.423 0.580
F -2.801 0.403 5.121 -0.392
F -0.546 0.032 5.268 -0.391
F -1.825 -1.222 3.840 -0.473
C -4.175 -2.194 -3.074 -1.295
As -2.697 -2.378 -1.790 1.053
C -1.244 -1.706 -2.847 -0.658
C -2.644 -4.305 -1.542 -1.148
O -3.146 -1.526 -0.454 -0.714
H -3.997 -2.811 -3.957 0.384
H -4.257 -1.150 -3.375 0.328
H -5.104 -2.498 -2.591 0.370
H -1.321 -2.142 -3.847 0.425
H -0.293 -1.922 -2.376 0.117
H -1.337 -0.622 -2.909 0.111
H -1.886 -4.732 -2.198 0.356
H -3.626 -4.724 -1.763 0.490
H -2.357 -4.493 -0.512 0.205
```